(1)
84
Properties=species:S:1:pos:R:3 method="wB97M-V/def2-TZVPD" lumo_ev=2.22 de_lowest_kcal_mol=39.6 homo_ev=-3.492 homo_lumo_gap_ha=0.2100 total_charge=-1
C 0.6955 7.0206 1.4899
C 1.8781 -2.4181 0.1655
C 0.8499 1.8017 1.8680
H -0.9339 -1.7420 4.3579
H -2.8625 -0.2512 3.9174
O 1.1432 0.4636 -0.6874
H 5.5457 -2.9852 1.4527
H -2.7711 1.5866 -2.5203
C -2.5256 -5.2926 -0.5910
H 1.6889 -4.5266 0.4464
H 2.7912 -0.7932 2.8845
C 2.0652 0.0028 2.9343
C 0.0911 -4.8721 -1.3891
N 0.2021 -1.2455 -4.3839
C -3.6493 2.7106 -0.8860
C 0.9338 4.6048 1.4491
H -1.8934 4.1110 1.6540
H -2.3171 -7.2561 -1.4397
H 0.4577 -2.5603 2.5028
H -2.0253 -0.4604 -0.2907
H -1.2454 0.9108 -5.9246
C 4.5296 -2.8276 1.1128
N -1.5774 -1.3800 -6.0252
Se -2.4039 -1.0431 -3.2186
C -2.2569 -0.6123 3.0937
H 1.0851 -4.6911 -1.7747
P 0.7502 3.0402 0.4896
C -2.6043 2.1509 -1.6077
C 2.7856 -1.3511 0.3566
H -1.5584 -2.3830 -5.8609
C 1.4100 0.2534 4.1311
O 1.4389 -2.6280 -3.1895
C -0.3900 -1.9147 2.2921
C -1.3003 2.2925 -1.1440
C 2.3539 -3.6796 0.5336
C -0.5224 -6.0915 -1.6412
H 4.7747 -0.7147 0.8271
C -0.5803 -3.8589 -0.7032
S 2.4269 0.4010 0.1423
C 0.4352 5.7907 0.9002
C -1.7818 -0.7189 0.7400
N 0.2481 1.2720 -4.5761
C -1.1707 -1.4479 3.3418
N 0.3659 -2.4840 -3.9669
C 3.6415 -3.8862 1.0084
H 0.2925 7.9236 1.0476
H -0.6010 2.7661 3.1123
C 0.1494 1.9863 3.0586
C -1.1272 -0.7697 -4.7720
H 2.1536 3.8037 3.0305
H 0.0184 -6.8580 -2.1832
H -0.1514 1.3821 5.0953
C 4.0950 -1.5590 0.7780
C 1.7457 0.7465 1.8041
C 1.4799 7.0957 2.6353
C -1.0242 2.9734 0.0418
C 0.4114 1.2190 4.1839
H 1.6878 8.0546 3.0944
H 3.9535 -4.8878 1.2802
H -0.4976 1.8452 -1.7224
H -0.1727 5.7515 0.0027
Br 3.7696 0.1371 -2.7666
N -1.0063 0.6981 -4.9617
C -1.9060 -4.0770 -0.3320
H 0.9445 1.2134 -5.3146
H -3.5595 -5.4354 -0.2993
C -2.5612 -0.2423 1.7899
C 2.0009 5.9313 3.1783
H -4.2003 3.8506 0.8558
C -1.8324 -6.3090 -1.2354
H 2.6258 5.9765 4.0620
C -2.0829 3.5428 0.7506
H -3.4004 0.4107 1.5806
P 0.1440 -2.1711 -0.5396
O -0.3609 -3.4294 -4.2217
H -2.4750 -3.2920 0.1503
H 1.6507 -0.3389 5.0058
C 1.7329 4.6986 2.5894
H -4.6684 2.6091 -1.2409
H 0.0470 2.2399 -4.3592
C -0.6890 -1.5549 0.9811
H -2.5593 -1.1332 -6.1110
C -3.3868 3.4112 0.2917
Ca 1.1424 -0.5072 -2.6117

***

(2)
92
Properties=species:S:1:pos:R:3 method="wB97M-V/def2-TZVPD" lumo_ev=-7.06 homo_ev=-12.139 homo_lumo_gap_ha=0.1866 total_charge=+2
S 3.6073 1.7931 0.2493
C 1.3057 -4.4816 2.3110
C -0.5259 4.5203 5.0194
C 3.6731 -4.5270 -5.9595
H 5.6698 -3.8470 -5.5522
H -1.8443 5.7493 6.1608
C 2.3430 -4.4257 -5.6327
C 5.2009 1.6331 1.1333
N -5.1900 2.6558 4.2183
H 1.6615 2.9194 4.5312
C 1.9226 -3.5406 -4.6300
H 2.2335 -0.9457 2.3415
N 0.9390 0.4173 1.2837
H 2.8509 3.4254 -2.2402
N -1.3249 -1.3638 -1.2482
C -5.2728 1.2213 2.6560
C -2.9042 4.2050 5.1262
H -0.5828 -3.3474 -1.6089
C 4.6287 -3.7569 -5.2908
C -2.7822 3.1104 4.2713
C -3.9715 2.4323 3.8177
H -3.8804 4.4997 5.4767
H -0.8712 -2.0932 1.3455
C -5.5705 -1.2277 -0.1688
C 0.9975 3.0860 3.6763
C -1.7682 4.8993 5.5003
N 1.8288 0.8735 3.2596
N 0.6265 3.0456 -3.4431
C -2.5784 -0.9718 -1.0674
O 1.2547 -1.7775 -2.5253
C -7.1837 0.4052 1.4199
C 6.2531 1.2205 0.1291
H 1.5912 -5.0080 -6.1382
C 0.5565 1.6280 1.6665
C 0.1228 -3.7558 2.2571
H 2.8803 -2.8400 -0.1867
H 5.0621 0.8817 1.9128
H 6.5522 2.0432 -0.5239
H -7.7814 1.0503 2.0434
C -1.4212 -2.7033 -1.4322
C -1.5260 2.7130 3.8091
C 2.8936 -2.7528 -3.9557
N 0.9943 -2.4019 0.5078
H -2.8993 0.0370 -0.9133
C 3.8977 0.4126 -0.7686
C -5.0018 -0.4837 0.8531
H 2.0812 5.3477 -5.1159
N 0.2337 1.4902 -1.6261
S 5.5574 -0.1176 -0.9107
O 0.6292 -3.4566 -4.3466
H -7.3940 -1.7375 -1.1692
N 1.4122 4.6469 -4.8480
C 1.7269 -0.0050 2.3017
H -3.9469 -0.5458 1.0763
H 1.4220 -5.2870 3.0166
C 1.5854 3.8734 -3.7753
N 2.7337 3.9683 -3.0783
H -5.0014 -3.2078 -0.7715
H 0.5360 4.6068 -5.3410
Rh 0.7226 -0.4557 -0.8197
H 0.5044 -2.7812 -3.6352
N 3.3888 -1.0617 -2.3419
N 2.9583 -0.1868 -1.4367
H 3.4827 4.5802 -3.3546
H 5.4299 2.5918 1.5951
O -3.9587 1.5085 2.8205
H 1.3807 3.9400 3.1052
C -0.3953 3.4212 4.1725
N 1.0899 1.9053 2.8603
N -5.9961 1.9058 3.4992
H -8.8138 -0.3280 0.2506
C -4.8146 -2.1701 -1.0744
C 0.0209 -2.7053 1.3553
C 0.5249 2.2327 -2.4809
H -1.4715 1.8419 3.1738
Br -1.3313 -4.1392 3.4103
H 4.9617 -2.2661 -3.7801
H -0.0689 2.2865 1.0960
C 2.4634 -1.8305 -2.9087
H 3.2589 -4.6785 1.4491
H 0.3555 5.0767 5.3034
H -5.2011 -2.0626 -2.0963
C -6.9472 -1.1530 -0.3796
H 7.1394 0.8226 0.6222
C 2.1173 -3.1131 0.5314
C -5.8056 0.3521 1.6328
N -3.3823 -2.0375 -1.1228
N -2.6508 -3.1284 -1.3513
H 3.9792 -5.1947 -6.7500
C -7.7492 -0.3572 0.4180
C 2.3246 -4.1423 1.4374
C 4.2415 -2.8767 -4.3039

***

(3)
73
Properties=species:S:1:pos:R:3 method="wB97M-V/def2-TZVPD" lumo_ev=2.46 de_lowest_kcal_mol=32.0 homo_ev=-0.932 homo_lumo_gap_ha=0.1245 total_charge=-1
C -1.0841 5.4495 5.5730
H -1.2779 0.8144 1.8767
C -1.8376 3.3010 5.0259
C -1.9595 0.0136 1.5958
H -4.3730 -2.7748 0.5167
C -2.3644 -0.4718 5.9597
H 0.3769 0.5574 1.1700
H 0.5107 -0.6934 4.6640
C 1.1109 -0.2395 1.2549
F -4.9906 -0.3789 -0.3429
H -3.1679 -1.6815 9.0952
C 3.6363 -0.5512 5.4981
C -0.5081 -0.8557 4.2846
H -0.3011 2.9674 3.3991
H 3.9637 -1.5889 5.4492
C 3.7796 0.1880 6.6734
C 0.9640 2.7198 8.5908
H -0.4085 0.9773 8.1660
H -2.9567 4.6181 6.4901
C 0.8942 -1.3574 2.0904
F 4.2471 -1.0092 -0.4191
H 0.5039 5.5257 3.9914
C -0.4437 -1.5687 2.9249
H -3.1826 1.3556 0.4347
C -0.2594 4.9449 4.5078
H -2.7040 0.3497 5.3233
C -2.5406 -2.3098 1.5809
H 1.8337 -3.1840 2.7338
H -3.7362 0.1541 7.5158
C -2.7046 -1.6193 8.0989
H -2.3223 -3.3470 1.8227
H 2.1562 1.8345 3.5344
C -3.6488 -2.0171 0.7799
C 3.3935 1.5197 6.7108
C -1.0830 -2.4090 6.4144
H 2.3183 4.0287 4.6591
C -1.7036 -1.2890 2.0332
C -3.8422 -0.7060 0.3483
C 2.2980 3.5337 5.6406
C -1.3498 -1.3355 5.5072
C -2.9737 -0.5639 7.2252
H 1.4081 4.9041 9.0340
C 1.8995 -2.3350 2.0623
H 3.5524 2.1163 7.6135
H 4.1810 -0.2823 7.5691
C -3.0088 0.3273 0.7465
C 3.1421 -1.1520 0.3777
C -2.0975 4.4510 5.8444
C -0.7003 3.6052 4.1884
C 2.6270 1.3767 4.4116
C 3.1009 0.0612 4.3727
H 1.9348 2.2461 8.7788
C 2.8013 2.1397 5.5886
C 2.9971 -2.2692 1.1824
Zr 0.1114 3.6311 6.4549
H -0.8145 0.1787 4.0936
C -0.2646 2.0587 8.2542
H -0.4679 -2.6467 3.1578
C -1.3176 3.0412 8.2918
H -2.3934 2.8365 8.2820
C 2.2084 -0.1322 0.4012
H 3.0288 -0.4831 3.4400
C -1.6935 -2.4899 7.6798
H -0.3231 -3.1624 6.1819
C -0.7110 4.3422 8.5443
H -1.0589 6.4611 5.9722
H -1.4155 -3.2720 8.3777
H 2.3147 0.7412 -0.2380
H -1.2383 5.2839 8.6859
H 3.7637 -3.0388 1.1573
H 2.8249 4.1484 6.3937
H -2.4713 2.4187 4.9512
C 0.6974 4.1376 8.7259

***

(4)
88
Properties=species:S:1:pos:R:3 method="wB97M-V/def2-TZVPD" lumo_ev="-2.92 / -5.90" de_lowest_kcal_mol=0.0 homo_ev="-10.634 / -11.484" homo_lumo_gap_ha="0.2836 / 0.2054" s_squared=6.05 multiplicity=5 total_charge=+1
C -2.6874 -15.7724 10.9318
H -0.1081 -17.2945 9.2293
H -2.8143 -15.7326 13.1064
F 3.6100 -22.0937 16.1601
H -2.2477 -12.6301 15.4089
C 1.1000 -19.5521 10.0419
H 3.4505 -10.5113 10.5546
H 0.5460 -16.1941 17.9482
H -2.2076 -16.1229 8.8308
H 2.2866 -11.8686 12.2709
C 3.1867 -18.3300 9.6457
C 0.7255 -16.6257 16.9467
C 0.4127 -13.6490 12.7488
F -4.2070 -14.7193 9.4446
C 2.4021 -12.2222 11.2418
H -0.2188 -16.6740 16.3731
C 3.6754 -16.4077 15.9851
C 3.2305 -11.9920 9.0044
H -2.3247 -11.7169 13.1774
H -0.5173 -12.1469 11.5263
F 3.1259 -20.3998 17.5542
F -5.0227 -15.5623 11.3902
H 1.7158 -15.0277 9.4169
F 4.1244 -20.8956 6.5282
C 1.7454 -18.7302 13.0917
H 6.9465 -13.7947 13.1378
C 3.3567 -19.9678 14.3936
C 1.0046 -20.0871 14.9409
H 3.7073 -11.3641 8.2657
O 1.1483 -14.2662 11.7310
C 3.0516 -11.4831 10.2788
C 6.6569 -14.8409 12.8939
H 3.8903 -17.5317 9.8949
H -0.6382 -16.8363 13.5056
H 2.7319 -13.2797 16.2017
C -0.5247 -12.6798 12.4842
H 3.8889 -18.7726 12.6906
H 2.7025 -14.1008 17.8044
C 0.4497 -14.2708 14.0670
C 2.1128 -14.0355 9.6151
C 3.0775 -19.1579 13.3092
H 3.7794 -16.9376 16.9834
H 1.0283 -17.6935 17.0861
C -0.2350 -17.1115 11.4010
F -3.8146 -13.6901 11.3972
C 2.7583 -13.2686 8.6661
C 2.6497 -21.1870 16.4913
H 6.6058 -15.4762 13.8005
C -0.5438 -13.9290 15.0262
F 1.9930 -21.6623 6.3994
C -3.9364 -14.9462 10.7899
P 1.4978 -17.4842 11.7730
H 4.4796 -15.6331 15.9490
C -1.5041 -12.9751 14.6964
C -0.7056 -16.9548 10.0965
C 2.1467 -13.9610 16.8471
H 1.1964 -13.4497 17.0910
C 1.9178 -13.4730 10.8723
C 2.6829 -20.3908 8.3353
H -0.5276 -14.4413 15.9993
C 2.3287 -20.3952 15.2645
O 4.5108 -16.2513 11.8885
H 4.3896 -20.2877 14.5418
F 1.5205 -21.8273 16.9290
C 3.0494 -21.3992 7.2651
Si 1.9834 -15.6184 15.9595
F 3.4529 -22.6210 7.7954
C -1.5266 -12.4069 13.4248
H 7.3533 -15.2650 12.1498
C -1.9094 -16.2879 9.8591
Rh 2.5568 -15.9419 12.9243
H 3.8743 -17.1408 15.2027
H 0.1635 -19.6963 10.6072
N 1.2974 -15.3270 14.3321
C -2.2176 -16.0459 12.2441
H -0.3454 -19.0984 13.5836
C 1.9755 -18.4846 10.3437
S 4.9946 -14.8432 12.1087
C -1.0141 -16.6903 12.4852
C 3.4971 -19.2494 8.6336
O 4.0665 -14.2239 13.1115
H 0.7942 -21.3258 8.8949
H 0.1984 -20.5238 15.5480
C 1.4831 -20.5036 9.0767
C 0.6885 -19.2913 13.8444
H 2.9191 -13.6695 7.6606
H 4.4245 -19.0911 8.0957
O 5.1875 -14.1547 10.8540

***

no.,largest force on an atom (hartree/bohr)
1,0.042
2,0.071
3,0.046
4,0.059